Below is a single CH2F3OPS molecule at a distorted geometry, with properties calculated with ωB97M-V/def2-TZVPD.

```
9
Properties=species:S:1:pos:R:3:forces:R:3:lowdin_charge:R:1
C 1.315 -0.339 0.098 -1.538 -0.888 -0.787 -0.767
O -3.057 -0.752 -0.606 0.203 -0.119 0.026 -0.709
F 1.479 -0.987 -1.126 -0.155 0.762 1.381 0.047
F 1.316 -1.237 1.056 0.486 -1.148 0.664 0.100
F 2.336 0.459 0.279 0.503 0.787 -0.148 0.137
P -0.491 0.456 0.124 2.023 0.865 2.185 0.720
S -2.386 -0.056 0.537 -1.204 -0.286 0.340 0.512
H -0.259 1.737 0.750 -0.007 -0.958 -0.062 0.018
H -0.252 0.719 -1.112 -0.312 0.983 -3.600 -0.057
```
Forces are in eV/Å.

Computed properties:
HOMO level, eV: -8.48
Gap between HOMO and LUMO, Eh: 0.2937
Energy relative to the best compared isomer or geometry (same formula, charge and spin), kcal per mole: 68.86